[1]
H10O5 | ωB97M-V with the def2-TZVPD basis set

As for the multiplicity: 1. As for the SMILES: O.O.O.O.O. The charge is 0. As for the gap between HOMO and LUMO: 10.04 eV.

CARTESIAN COORDINATES (ANGSTROEM)
1 O 2.8413 -1.0416 -0.6803
2 H 3.0103 -1.8626 -1.1733
3 H 3.2893 -1.2736 0.1387
4 O -0.2377 -0.3066 1.9017
5 H -0.8687 -0.9886 1.9377
6 H 0.5913 -0.7036 2.1277
7 O -1.4497 1.6014 -1.7853
8 H -1.8497 0.8004 -1.4643
9 H -0.6887 1.7504 -1.2173
10 O -2.2697 -0.5316 -0.3413
11 H -3.2257 -0.4416 -0.3173
12 H -1.9827 -0.0856 0.4517
13 O 0.9403 1.4204 0.0277
14 H 1.4453 0.7314 -0.3443
15 H 0.4553 0.9314 0.7377

***

[2]
H10O5 | ωB97M-V with the def2-TZVPD basis set

As for the multiplicity: 1. As for the SMILES: O.O.O.O.O. The charge is 0. As for the gap between HOMO and LUMO: 11.04 eV.

CARTESIAN COORDINATES (ANGSTROEM)
1 O 24.7680 -7.9260 2.7042
2 H 25.1853 -8.0901 1.8492
3 H 24.2595 -7.1110 2.5815
4 O 21.5138 -10.7140 1.0879
5 H 21.4411 -9.9865 1.7242
6 H 21.8891 -10.3124 0.2982
7 O 19.2670 -9.6693 3.5195
8 H 20.1989 -9.7978 3.3033
9 H 18.9767 -10.5097 3.8891
10 O 22.6764 -6.9761 5.4558
11 H 23.4306 -7.0817 6.0479
12 H 22.0598 -6.4078 5.9335
13 O 22.0715 -8.6713 3.3186
14 H 22.9768 -8.5657 2.9702
15 H 22.0679 -8.1591 4.1508

***

[3]
H10O5 | ωB97M-V with the def2-TZVPD basis set

As for the multiplicity: 1. As for the SMILES: O.O.O.O.O. The charge is 0. As for the gap between HOMO and LUMO: 10.99 eV.

CARTESIAN COORDINATES (ANGSTROEM)
1 O 4.3630 8.8166 3.0985
2 H 4.5828 8.0813 3.6706
3 H 3.6513 8.4887 2.5489
4 O 10.2458 7.0017 3.7368
5 H 10.3851 6.0561 3.7870
6 H 10.9538 7.3192 3.1763
7 O 6.9717 2.9389 2.7550
8 H 6.6542 3.1336 1.8732
9 H 7.1532 3.7965 3.1395
10 O 5.0212 6.8226 4.7020
11 H 4.3425 6.1480 4.7220
12 H 5.1462 7.0646 5.6196
13 O 7.3052 5.7249 3.5167
14 H 6.5545 6.2179 3.8479
15 H 8.0624 6.1245 3.9447

***

[4]
H10O5 | ωB97M-V with the def2-TZVPD basis set

As for the multiplicity: 1. As for the SMILES: O.O.O.O.O. The charge is 0. As for the gap between HOMO and LUMO: 11.11 eV.

CARTESIAN COORDINATES (ANGSTROEM)
1 O -1.4809 -0.0461 2.6130
2 O 0.3621 -0.4873 0.8503
3 O 1.3667 -1.3094 -1.5904
4 O 1.8774 1.5657 -0.6206
5 O -2.2838 0.8232 -1.0630
6 H -0.8243 -0.3605 2.0080
7 H 0.7576 -0.9397 0.0853
8 H 0.5812 -1.2111 -2.1294
9 H 0.9790 1.3073 -0.6080
10 H -2.5358 1.4462 -0.3945
11 H -2.2069 -0.6107 2.3693
12 H 0.8427 0.2841 1.0714
13 H 2.2026 -1.5020 -2.0429
14 H 2.1139 0.9882 0.1131
15 H -1.7515 0.0522 -0.6615